Density functional theory data (the ωB97M-V functional and the def2-TZVPD basis) for C26H27BrN2O2Sn as an isolated structure.

The geometry in XYZ format:
```
59
Properties=species:S:1:pos:R:3:forces:R:3
Sn -0.6056 1.2049 0.7346 0.30 0.14 0.18
C -0.1949 -1.2673 3.9418 0.05 0.09 0.05
O 0.5867 -0.2250 3.3938 -0.20 -0.08 0.03
C 1.9681 -0.4705 3.4753 0.00 -0.12 0.02
C 2.6695 0.5370 2.5958 0.01 0.08 -0.03
O 2.5332 0.2377 1.2164 0.04 -0.04 -0.06
C 3.4813 -0.7075 0.7597 -0.02 0.05 0.02
H 0.0616 -1.4405 4.9933 -0.01 0.01 0.01
H -0.0628 -2.1963 3.3790 0.01 -0.02 0.02
H -1.2370 -0.9603 3.8735 0.00 -0.01 -0.01
H 2.1899 -1.4936 3.1407 0.02 -0.01 0.01
H 2.3124 -0.3807 4.5149 0.02 0.02 -0.01
H 3.7295 0.6143 2.8635 0.01 -0.02 0.00
H 2.1970 1.5081 2.7491 0.04 0.03 0.00
H 4.4945 -0.2926 0.8031 0.00 0.00 0.00
H 3.2371 -0.9391 -0.2750 0.01 0.00 -0.02
H 3.4580 -1.6300 1.3497 -0.02 -0.02 -0.02
C -0.0326 0.0826 -2.3024 0.11 0.10 -0.06
N -0.4968 1.2006 -1.4909 -0.11 0.10 0.04
C -0.7179 2.3403 -2.0917 -0.03 -0.03 0.07
C -1.2253 3.4677 -1.4352 0.10 0.03 -0.18
C -1.3607 4.7821 -1.9298 -0.04 -0.03 0.04
C -1.8219 5.5385 -0.8676 -0.02 -0.07 0.12
C -1.9489 4.6457 0.2224 -0.02 0.05 0.01
N -1.5987 3.4066 -0.1087 0.04 -0.17 -0.22
C 1.3810 0.2461 -2.8262 -0.04 -0.06 -0.04
C 2.3268 1.0127 -2.1568 0.02 0.00 -0.01
C 3.6232 1.1128 -2.6474 -0.02 0.03 0.07
C 3.9885 0.4494 -3.8078 -0.03 -0.05 -0.05
C 3.0463 -0.3159 -4.4846 0.02 0.03 0.03
C 1.7522 -0.4106 -3.9974 0.02 0.00 0.04
H -0.7069 -0.0720 -3.1501 -0.03 0.01 0.02
H -0.0941 -0.8170 -1.6904 0.00 -0.04 -0.02
H -0.4926 2.4271 -3.1562 -0.02 -0.01 0.00
H -1.1284 5.1098 -2.9317 -0.01 0.02 0.01
H -2.0560 6.5911 -0.8540 0.01 0.00 -0.03
H -2.3032 4.8728 1.2188 0.01 0.02 0.00
H 2.0519 1.5340 -1.2475 0.03 0.00 0.00
H 4.3486 1.7164 -2.1158 0.00 0.00 -0.01
H 4.9975 0.5325 -4.1903 0.00 0.00 0.00
H 3.3181 -0.8301 -5.3976 0.00 0.00 0.00
H 1.0160 -0.9992 -4.5337 0.00 0.00 0.00
Br -3.5568 1.1457 0.6008 -0.07 -0.03 0.02
C -3.7248 -0.7373 0.7965 -0.10 0.14 0.02
C -4.9798 -1.2510 0.9175 0.03 -0.13 0.01
C -5.1405 -2.6483 1.0413 -0.04 0.06 0.00
C -4.0485 -3.4617 1.0312 0.04 -0.05 0.00
C -2.7413 -2.9296 0.9024 0.04 0.08 -0.02
C -1.6105 -3.7815 0.8728 -0.08 -0.05 0.00
C -0.3586 -3.2615 0.7430 0.10 0.05 -0.01
C -0.1800 -1.8615 0.6606 -0.03 0.04 -0.02
C -1.2314 -0.9766 0.6768 -0.20 0.09 -0.10
C -2.5430 -1.5236 0.7890 0.01 -0.18 0.00
H -5.8408 -0.5977 0.9151 0.00 0.00 0.00
H -6.1359 -3.0610 1.1383 0.00 0.00 0.00
H -4.1626 -4.5357 1.1196 0.00 0.00 0.00
H -1.7652 -4.8515 0.9504 0.01 0.00 0.00
H 0.5031 -3.9185 0.7146 0.00 0.01 -0.01
H 0.8325 -1.4714 0.5934 0.03 -0.05 0.02
```
Forces are in eV/Å.

2S+1: 1
Highest occupied orbital energy (eV): -7.3
E_LUMO (eV): 0.4261
ΔE to the lowest compared entry with this formula, charge and spin (kJ/mol): 3.5

These are the natural (NBO) partial charges, in e, on atoms 1 to 2: number 1, Sn, carries 1.22; number 2, C, carries -0.25